[1]
Below is a structure of composition C10H21ClF3HfO5P2S at a distorted geometry, with properties calculated with wB97M-V/def2-TZVPD.

Calculated values
Charge: +3
Relative energy (zero: lowest compared OMol25 entry of this formula, charge and spin) (kcal/mol): 96.7
Orbital gap (spin up / spin down) (eV): 4.349 / 4.348
HOMO level (spin up / spin down) (eV): -19.86 / -19.86

Geometry as XYZ:
```
44
Properties=species:S:1:pos:R:3:lowdin_charge:R:1
C 3.19 -0.12 -1.91 0.11
C 2.14 -0.20 -0.87 -0.26
H 3.48 0.92 -2.12 0.15
H 2.84 -0.59 -2.85 0.16
H 4.07 -0.67 -1.58 0.14
O 1.34 0.81 -0.68 -0.15
Cl -2.12 0.27 1.72 0.27
Hf -0.05 0.13 0.72 1.15
P -1.09 2.24 -0.81 0.76
C -0.02 3.63 -0.28 -0.22
C -0.75 2.17 -2.60 -0.23
H -0.65 3.19 -3.00 0.09
H -2.70 4.04 -0.79 0.08
H -1.59 1.66 -3.09 0.06
H -3.39 2.54 -1.51 0.07
H 0.99 3.49 -0.69 0.06
H 0.17 1.61 -2.78 0.03
C -2.76 2.95 -0.71 -0.21
H -0.45 4.57 -0.63 0.08
H -3.20 2.67 0.26 0.04
H 0.06 3.63 0.82 0.05
P -0.68 -2.22 -0.39 0.80
C -0.42 -3.56 0.82 -0.19
C -2.47 -2.36 -0.73 -0.19
H 0.00 -2.20 -2.72 0.07
H -0.58 -3.81 -2.22 0.10
H 1.06 -3.25 -1.75 0.06
C 0.02 -2.94 -1.91 -0.20
H -2.74 -1.67 -1.53 0.07
H -2.71 -3.39 -1.03 0.10
H -0.81 -4.51 0.42 0.10
H -0.92 -3.31 1.75 0.08
H -3.04 -2.09 0.17 0.05
H 0.66 -3.66 1.03 0.06
C 1.93 -1.36 -0.06 -0.12
O 2.61 -2.30 0.27 0.34
F 1.18 1.78 5.24 0.18
C 0.73 0.60 4.75 -0.57
F 1.04 -0.40 5.60 0.18
F -0.62 0.66 4.62 0.14
S 1.53 0.30 3.08 0.65
O 1.01 1.43 2.22 -0.38
O 2.94 0.19 3.24 -0.15
O 0.78 -0.89 2.50 -0.42
```

***

[2]
Below is a structure of composition C27H52AlBIN6O2 at a distorted geometry, with properties calculated with wB97M-V/def2-TZVPD.

Calculated values
Charge: -1
Orbital gap (eV): 6.019
HOMO level (eV): -3.94

Geometry as XYZ:
```
90
Properties=species:S:1:pos:R:3:lowdin_charge:R:1
O -1.56 2.47 -0.57 -0.01
B -0.78 3.52 -0.05 -0.70
O -0.82 4.70 -0.84 0.01
Al 0.30 3.13 1.74 0.30
C 0.52 4.77 2.94 -0.36
C 0.34 6.12 2.22 -0.41
C -0.51 7.16 2.94 -0.66
I -2.44 6.43 3.53 0.70
H -2.13 2.12 0.12 0.07
H -1.66 5.16 -0.70 0.05
H 1.74 2.39 1.44 -0.12
H -0.57 1.99 2.53 -0.10
H 1.55 4.75 3.33 0.03
H -0.11 4.66 3.82 -0.05
H -0.07 6.04 1.21 0.06
H 1.33 6.59 2.12 0.10
H 0.02 7.54 3.81 0.04
H -0.71 8.02 2.29 0.02
C -0.47 -0.84 5.03 -0.11
C 0.48 -0.17 6.01 -0.27
C -0.15 1.03 6.72 -0.19
C -0.55 2.05 5.75 -0.21
N -0.82 2.85 4.97 0.18
H -0.75 -0.16 4.23 0.06
H 0.01 -1.70 4.57 0.07
H -1.37 -1.18 5.54 0.07
H 1.38 0.16 5.48 0.11
H 0.80 -0.89 6.76 0.05
H 0.55 1.48 7.43 0.11
H -1.04 0.72 7.29 0.11
C -0.20 -1.70 -3.99 -0.14
C -0.61 -0.24 -3.88 -0.26
C 0.16 0.52 -2.79 -0.18
C -0.08 -0.07 -1.48 -0.24
N -0.28 -0.53 -0.44 0.17
H -0.40 -2.27 -3.08 0.06
H -0.75 -2.18 -4.80 0.07
H 0.86 -1.75 -4.21 0.03
H -1.68 -0.17 -3.68 0.11
H -0.43 0.25 -4.84 0.10
H -0.14 1.56 -2.76 0.11
H 1.24 0.49 -2.99 0.12
C -0.53 -5.73 -1.84 -0.10
C 0.49 -6.74 -2.35 -0.27
C 1.90 -6.16 -2.45 -0.19
C 1.93 -5.02 -3.38 -0.19
N 1.93 -4.13 -4.11 0.13
H -0.63 -4.88 -2.52 0.06
H -1.52 -6.19 -1.75 0.07
H -0.25 -5.35 -0.85 0.08
H 0.17 -7.10 -3.33 0.11
H 0.51 -7.60 -1.68 0.10
H 2.60 -6.91 -2.81 0.11
H 2.24 -5.81 -1.47 0.12
C -4.97 4.70 -4.82 -0.12
C -3.68 4.13 -4.24 -0.26
C -3.77 3.87 -2.73 -0.18
C -4.03 5.12 -2.00 -0.24
N -4.24 6.09 -1.43 0.15
H -5.21 5.67 -4.39 0.07
H -4.87 4.83 -5.90 0.07
H -5.81 4.03 -4.64 0.07
H -2.86 4.81 -4.44 0.11
H -3.45 3.18 -4.73 0.10
H -2.83 3.46 -2.35 0.09
H -4.56 3.16 -2.50 0.12
C 2.25 -3.59 -9.60 -0.12
C 1.79 -2.16 -9.35 -0.27
C 2.56 -1.47 -8.22 -0.19
C 2.39 -2.19 -6.95 -0.19
N 2.25 -2.76 -5.96 0.14
H 2.09 -4.22 -8.72 0.07
H 1.70 -4.04 -10.43 0.07
H 3.32 -3.62 -9.85 0.07
H 0.72 -2.17 -9.11 0.11
H 1.91 -1.58 -10.26 0.10
H 2.21 -0.45 -8.09 0.12
H 3.63 -1.43 -8.46 0.12
C 2.09 -2.46 10.85 -0.11
C 2.48 -3.62 9.94 -0.26
C 2.29 -3.30 8.46 -0.18
C 0.89 -2.99 8.17 -0.24
N -0.21 -2.75 7.93 0.18
H 1.03 -2.21 10.76 0.07
H 2.27 -2.71 11.90 0.07
H 2.67 -1.56 10.62 0.08
H 1.89 -4.49 10.21 0.11
H 3.53 -3.87 10.12 0.11
H 2.59 -4.15 7.84 0.12
H 2.90 -2.44 8.17 0.12
```

***

[3]
Below is a structure of composition C5H35N2O12 at a distorted geometry, with properties calculated with wB97M-V/def2-TZVPD.

Calculated values
Charge: +1
Relative energy (zero: lowest compared OMol25 entry of this formula, charge and spin) (kcal/mol): 124.9
Orbital gap (eV): 9.869
HOMO level (eV): -12.24

Geometry as XYZ:
```
54
Properties=species:S:1:pos:R:3:lowdin_charge:R:1
N -1.53 -1.87 -1.32 0.19
C -0.16 -1.77 -0.66 -0.27
C 1.02 -1.94 -1.63 -0.08
C 1.34 -3.40 -1.90 -0.24
O 0.47 -4.17 -2.20 0.08
C -0.23 -0.43 0.07 -0.19
N 0.58 -0.43 1.31 -0.12
C 0.35 0.77 2.16 -0.11
H -1.67 -2.80 -1.71 0.16
H -2.21 -1.63 -0.55 0.10
H -1.62 -1.05 -2.00 0.14
H -0.18 -2.66 0.00 0.15
H 0.81 -1.40 -2.58 0.14
H 1.89 -1.61 -1.01 0.12
H 2.44 -3.55 -1.93 0.14
H 0.15 0.35 -0.64 0.12
H -1.27 -0.05 0.31 0.11
H 1.55 -0.28 1.00 0.08
H 0.89 1.64 1.74 0.08
H -0.73 0.94 2.12 0.06
H 0.62 0.40 3.16 0.08
H -4.20 -1.43 0.80 0.12
H -2.94 -1.62 1.59 0.05
O -3.25 -1.17 0.77 -0.08
H 3.32 1.43 2.93 0.07
H 3.41 -0.08 2.83 0.07
O 3.17 0.69 2.32 -0.05
H -1.94 2.29 0.49 0.00
H -1.17 3.62 0.36 0.06
O -1.14 2.70 0.10 -0.08
H 3.23 3.00 -2.50 0.14
H 2.89 2.20 -1.37 0.05
O 2.45 2.84 -1.95 0.07
H -3.60 1.41 2.04 0.04
H -3.43 0.63 0.75 0.02
O -3.41 1.55 1.10 -0.07
H -2.40 0.62 4.34 0.05
H -2.41 -0.67 3.45 -0.01
O -2.94 0.07 3.77 -0.06
H -0.67 -1.65 2.25 0.03
H -1.27 -2.99 2.93 0.08
O -1.43 -2.07 2.69 -0.05
H 4.54 0.05 -0.40 0.05
H 3.47 1.07 0.24 0.00
O 3.61 0.26 -0.30 -0.08
H -2.24 0.44 -3.59 0.06
H -0.80 0.87 -3.39 0.02
O -1.35 0.08 -3.57 -0.08
H 2.75 3.07 -0.88 -0.20
H 3.61 3.58 0.29 0.09
O 3.12 2.82 -0.02 -0.06
H -0.89 2.85 -1.90 0.05
H 0.53 2.41 -2.18 0.03
O -0.38 2.08 -2.17 -0.08
```